[1]
{
  "formula": "C5H12O2",
  "method": "wB97M-V/def2-TZVPD",
  "homo_lumo_gap_ha": 0.3796,
  "e_homo_ev": -9.48,
  "smiles": "C1CCOCC1.O",
  "lumo_ev": 0.853,
  "e_above_lowest_kj_mol": 134.9,
  "elements": ["H", "C", "C", "H", "C", "H", "H", "H", "O", "H", "H", "C", "O", "H", "H", "H", "H", "C", "H"],
  "xyz": [[-1.520, 1.386, -0.080], [-1.067, 0.376, -0.043], [0.110, 0.238, -1.114], [-0.210, 0.244, -2.173], [0.623, -1.153, -0.990], [-1.843, -0.352, -0.345], [1.414, -1.273, -1.754], [2.007, -0.792, 0.635], [-0.481, 0.193, 1.233], [0.833, 1.065, -0.976], [-0.688, 3.943, -0.272], [1.132, -1.431, 0.407], [-1.108, 3.294, 0.337], [1.429, -2.483, 0.584], [-0.359, 2.755, 0.679], [0.613, -1.143, 2.307], [-0.171, -1.894, -1.208], [0.035, -1.096, 1.363], [-0.749, -1.876, 1.410]],
  "mulliken_charge": [0.5521, -0.8417, -0.2815, 0.2684, -0.7234, 0.3401, 0.3160, 0.2891, -0.3440, 0.2424, 0.3201, -0.5451, -0.6557, 0.3209, 0.3298, 0.2789, 0.2818, -0.5010, 0.3529]
}

[2]
{
  "formula": "C5H12O2",
  "method": "wB97M-V/def2-TZVPD",
  "homo_lumo_gap_ha": 0.3992,
  "e_homo_ev": -9.93,
  "smiles": "CCCC(C)=O.O",
  "lumo_ev": 0.936,
  "e_above_lowest_kj_mol": 33.9,
  "elements": ["C", "H", "O", "C", "H", "H", "H", "H", "H", "C", "H", "H", "C", "O", "H", "H", "H", "H", "C"],
  "xyz": [[-0.988, -0.673, 0.497], [-0.204, 1.593, -0.849], [1.261, -0.337, 1.238], [0.496, -0.989, 0.551], [-1.369, -0.941, -0.498], [1.853, -2.610, 0.174], [-1.935, 1.388, -1.151], [2.084, 1.902, -0.968], [-2.307, 0.857, 1.271], [0.995, -2.130, -0.301], [2.275, 0.600, -0.201], [-0.594, 1.111, 1.604], [-1.197, 1.680, -0.394], [2.242, 0.960, -1.101], [1.330, -1.694, -1.251], [-1.473, -1.367, 1.199], [0.214, -2.864, -0.515], [-1.377, 2.731, -0.144], [-1.304, 0.782, 0.838]],
  "mulliken_charge": [-0.7582, 0.2574, -0.6359, 0.8293, 0.3650, 0.3341, 0.3158, 0.2986, 0.3187, -1.1756, 0.3539, 0.2744, -1.1199, -0.6466, 0.3002, 0.3675, 0.3582, 0.3332, -0.3702]
}